(1)
ORCA calculation (the ωB97M-V functional and the def2-TZVPD basis) on a molecular structure, C47H56N12OS2V.

Positions of all 119 atoms, in Å:
V  0.675  -0.570  -0.242
C  1.008  -3.632  -3.374
C  0.875  -2.409  -2.525
N  1.205  -2.354  -1.281
N  1.479  -3.533  -0.635
C  2.601  -3.569  0.056
N  2.649  -4.606  0.968
S  3.938  -2.516  -0.036
C  0.294  -1.177  -3.107
C  0.025  -1.053  -4.462
C  -0.568  0.115  -4.925
C  -0.868  1.126  -4.031
C  -0.546  0.941  -2.694
N  0.026  -0.175  -2.247
H  1.334  -4.467  -2.761
H  1.749  -3.464  -4.160
H  0.062  -3.880  -3.859
H  1.980  -5.345  0.811
H  3.577  -4.890  1.230
H  0.262  -1.859  -5.141
H  -0.797  0.225  -5.977
H  -1.349  2.045  -4.337
H  -0.761  1.702  -1.957
C  6.197  3.757  0.564
C  6.308  2.542  -0.367
C  6.759  3.024  -1.745
C  7.358  1.565  0.182
C  4.967  1.821  -0.426
C  4.300  1.550  -1.612
C  3.098  0.863  -1.575
N  2.547  0.427  -0.451
C  3.187  0.655  0.708
C  4.373  1.363  0.748
C  2.591  0.030  1.923
C  3.093  0.247  3.192
C  2.602  -0.473  4.280
C  1.595  -1.392  4.020
C  1.102  -1.516  2.732
N  1.569  -0.812  1.709
C  3.202  -0.262  5.665
C  2.464  -1.064  6.736
C  4.669  -0.715  5.628
C  3.133  1.225  6.036
H  7.154  4.279  0.606
H  5.933  3.468  1.582
H  5.441  4.457  0.204
H  7.706  3.557  -1.649
H  6.035  3.708  -2.191
H  6.918  2.191  -2.432
H  8.334  2.054  0.224
H  7.440  0.683  -0.454
H  7.106  1.228  1.189
H  4.693  1.855  -2.570
H  2.556  0.647  -2.487
H  4.870  1.524  1.692
H  3.889  0.961  3.340
H  1.174  -2.011  4.797
H  0.300  -2.207  2.505
H  2.550  -2.138  6.568
H  1.405  -0.803  6.778
H  2.900  -0.848  7.713
H  4.745  -1.768  5.352
H  5.124  -0.582  6.612
H  5.248  -0.138  4.907
H  2.100  1.579  6.045
H  3.699  1.848  5.343
H  3.553  1.376  7.032
C  -2.232  3.177  2.415
C  -1.203  3.473  1.323
C  -0.535  2.258  0.882
N  -0.103  1.277  0.478
H  -2.747  4.098  2.683
H  -1.762  2.771  3.311
H  -2.969  2.472  2.030
H  -0.446  4.188  1.652
H  -1.686  3.850  0.414
C  -5.010  3.298  -5.112
C  -4.026  3.407  -3.982
C  -3.075  4.429  -3.947
C  -2.257  4.448  -2.835
N  -2.330  3.560  -1.852
C  -3.271  2.580  -1.958
S  -3.362  1.366  -0.754
N  -4.117  2.504  -3.022
H  -4.588  3.663  -6.048
H  -5.895  3.897  -4.888
H  -5.327  2.263  -5.226
H  -2.991  5.166  -4.733
H  -1.495  5.217  -2.727
C  -7.127  0.748  -1.547
C  -6.698  -0.668  -1.292
C  -7.375  -1.477  -0.385
C  -6.969  -2.779  -0.141
C  -5.886  -3.311  -0.829
N  -5.516  -4.655  -0.548
C  -4.302  -5.277  -0.667
O  -4.219  -6.479  -0.848
N  -3.147  -4.511  -0.605
C  -2.867  -3.325  0.092
C  -3.642  -2.794  1.112
C  -3.227  -1.614  1.704
C  -2.048  -1.018  1.296
N  -1.277  -1.545  0.339
C  -1.695  -2.662  -0.251
C  -5.218  -2.528  -1.760
C  -5.610  -1.214  -1.966
H  -7.524  1.205  -0.639
H  -7.912  0.784  -2.307
H  -6.283  1.345  -1.892
H  -8.223  -1.075  0.158
H  -7.487  -3.388  0.592
H  -6.262  -5.332  -0.529
H  -2.342  -5.073  -0.841
H  -4.549  -3.285  1.435
H  -3.816  -1.153  2.484
H  -1.709  -0.092  1.735
H  -1.058  -3.078  -1.020
H  -4.377  -2.934  -2.308
H  -5.045  -0.587  -2.646

Computed properties:
- E: -116940.25050 eV
- Total charge: 0
- Spin multiplicity: 4
- Kohn-Sham gap (spin up / spin down): 0.2373 / 0.2326 hartree
- ⟨S²⟩: 3.762



(2)
ORCA calculation (the ωB97M-V functional and the def2-TZVPD basis) on 11 unconnected molecules or ions with the total composition C47H56N8O9.

Positions of all 120 atoms, in Å:
O  -1.722  -0.482  -3.326
C  -1.435  -0.425  -2.173
O  -2.207  0.079  -1.196
C  -1.456  0.165  0.031
C  -0.190  -0.616  -0.289
O  -0.228  -0.828  -1.688
H  -1.276  1.214  0.266
H  -2.005  -0.263  0.863
H  -0.158  -1.573  0.243
H  0.684  -0.046  0.009
O  5.818  -1.183  -3.099
C  5.119  -1.006  -2.156
O  5.514  -0.433  -0.999
C  4.436  -0.382  -0.072
C  3.258  -1.029  -0.814
O  3.824  -1.383  -2.089
H  4.686  -0.854  0.872
H  4.186  0.663  0.115
H  2.382  -0.398  -0.912
H  2.917  -1.969  -0.381
O  3.130  1.179  -5.114
C  2.788  0.054  -4.943
O  3.432  -1.034  -5.407
C  2.798  -2.218  -4.928
C  1.481  -1.695  -4.344
O  1.681  -0.299  -4.244
H  2.567  -2.897  -5.750
H  3.464  -2.728  -4.237
H  1.268  -2.098  -3.353
H  0.628  -1.969  -4.965
C  -4.645  -3.176  0.617
C  -3.331  -3.012  0.215
C  -2.862  -3.777  -0.839
N  -3.599  -4.681  -1.473
C  -4.862  -4.811  -1.083
C  -5.446  -4.082  -0.055
H  -4.997  -2.669  1.508
H  -2.687  -2.316  0.734
H  -1.835  -3.664  -1.176
H  -5.442  -5.561  -1.612
H  -6.478  -4.266  0.205
C  2.378  4.310  -2.348
C  2.737  3.961  -1.060
C  2.232  2.784  -0.523
N  1.409  1.974  -1.179
C  1.016  2.345  -2.395
C  1.509  3.475  -3.027
H  2.773  5.205  -2.811
H  3.471  4.506  -0.478
H  2.532  2.448  0.466
H  0.394  1.639  -2.934
H  1.159  3.718  -4.023
C  -1.411  -1.094  3.136
C  -1.143  -2.455  3.081
C  -2.102  -3.349  3.520
N  -3.298  -2.973  3.981
C  -3.525  -1.668  4.086
C  -2.619  -0.700  3.679
H  -0.647  -0.381  2.849
H  -0.199  -2.780  2.658
H  -1.952  -4.420  3.436
H  -4.495  -1.383  4.479
H  -2.815  0.356  3.820
C  -2.107  3.123  5.319
C  -0.790  2.731  5.152
C  -0.359  2.448  3.864
N  -1.143  2.490  2.798
C  -2.403  2.882  2.972
C  -2.927  3.221  4.207
H  -2.493  3.429  6.284
H  -0.132  2.621  6.003
H  0.689  2.246  3.657
H  -3.023  2.932  2.082
H  -3.960  3.523  4.320
C  -0.983  4.260  0.037
C  -2.278  4.531  -0.374
C  -2.759  5.827  -0.304
N  -2.043  6.843  0.167
C  -0.802  6.584  0.554
C  -0.229  5.318  0.515
H  -0.520  3.288  -0.066
H  -2.899  3.724  -0.748
H  -3.784  6.058  -0.573
H  -0.209  7.415  0.923
H  0.810  5.206  0.797
C  3.083  -5.673  -0.779
C  2.047  -5.026  -1.432
C  1.292  -4.102  -0.720
N  1.484  -3.855  0.565
C  2.470  -4.489  1.189
C  3.277  -5.431  0.569
H  3.742  -6.349  -1.308
H  1.867  -5.217  -2.482
H  0.520  -3.552  -1.252
H  2.614  -4.239  2.235
H  4.076  -5.941  1.091
C  -4.294  3.436  -3.758
C  -2.906  2.839  -3.495
C  -2.348  2.163  -4.743
C  -2.400  2.976  -5.956
N  -2.431  3.595  -6.924
H  -4.820  3.644  -2.824
H  -4.923  2.747  -4.325
H  -4.223  4.366  -4.322
H  -2.991  2.067  -2.731
H  -2.258  3.642  -3.143
H  -2.947  1.272  -4.954
H  -1.347  1.768  -4.572
C  4.479  -1.455  5.311
C  3.432  -2.445  4.822
C  2.139  -1.784  4.360
C  2.309  -0.922  3.190
N  2.441  -0.276  2.251
H  4.639  -0.646  4.597
H  5.423  -1.980  5.439
H  4.167  -1.019  6.260
H  3.215  -3.159  5.619
H  3.841  -3.049  4.007
H  1.724  -1.168  5.165
H  1.351  -2.487  4.091

Computed properties:
- E: -79995.29885 eV
- SMILES: O=C1OCCO1.O=C1OCCO1.O=C1OCCO1.c1ccncc1.c1ccncc1.c1ccncc1.c1ccncc1.c1ccncc1.c1ccncc1.CCCC#N.CCCC#N
- Total charge: 0
- Spin multiplicity: 1
- Kohn-Sham gap: 0.3573 hartree